Record 1
Entry from the OMol25 dataset: 6 unconnected molecules or ions with the total composition C27H56N2O15PS5 at a distorted geometry (ωB97M-V/def2-TZVPD).

The HOMO-LUMO gap comes out at 9.20 eV. The calculation puts the total energy at -4632.62531 hartree. The lowest unoccupied orbital energy is -2.6 eV. The net charge is +1. As for the HOMO energy: -11.81 eV.

XYZ file:
```
106
Properties=species:S:1:pos:R:3:forces:R:3:mulliken_charge:R:1
H -4.28610 -2.14670 -1.60394 -0.0080 -0.0117 0.0060 0.36
H 6.49083 -6.38883 -2.44741 0.0082 0.0174 0.0010 0.34
N -0.50717 1.66031 2.69811 0.0131 -0.1827 -0.1927 -0.03
H 0.65127 -1.01386 2.94250 -0.1337 0.0654 0.0828 0.34
C -4.76913 -0.38516 -0.42320 -0.0531 -0.1824 -0.0241 -0.26
H 0.97796 0.73630 1.47968 0.0037 0.0909 0.0061 0.48
H -9.36929 0.37428 3.99426 0.0016 0.0002 -0.0089 0.37
H 3.31479 3.05948 -3.86382 0.0007 -0.0111 -0.0043 0.35
S 2.90523 0.89605 -1.92809 -0.3111 0.3968 0.0255 1.07
H 2.64235 3.22601 -1.51166 0.0093 -0.0181 0.0180 0.50
H -8.60285 0.12078 6.32975 0.0067 -0.0040 0.0082 0.31
H 4.47980 -4.12537 -4.47259 0.0013 0.0433 0.0211 0.36
H -0.40322 2.63510 3.02822 0.0431 -0.0564 0.0609 0.52
O -7.04895 2.82915 6.69879 0.0381 0.0267 0.0068 -0.69
C -3.55586 1.25503 2.96545 -0.2735 -0.2205 0.3697 0.54
P 2.00858 2.52648 2.74761 0.1334 0.1241 0.0790 0.78
H 3.57786 -6.39299 -1.48577 0.0064 -0.0017 0.0074 0.28
H 3.49109 1.58973 4.02128 0.1309 0.1301 0.0351 0.38
H 2.93521 -6.33096 -3.87079 0.0054 -0.0073 -0.0101 0.33
H 3.70452 0.26594 -4.02887 0.0024 -0.0455 0.0122 -0.74
O 2.10462 0.11489 -0.99850 0.0125 0.1091 0.0798 -0.67
O 5.94256 -1.03537 -6.24864 -0.0448 0.0113 -0.0158 -0.70
H 2.73012 2.42520 0.75688 0.1427 0.1653 -0.2694 0.22
C -0.44107 0.81839 4.98148 0.0151 0.0686 0.0117 -0.48
H 8.28605 -1.77137 -4.29755 -0.0126 -0.0181 0.0214 0.30
H 9.72789 0.22192 -4.57125 0.0009 0.0105 0.0027 0.37
H -6.33902 -1.73175 -3.16884 0.0070 -0.0026 0.0008 0.39
H 2.18805 -0.33296 3.42265 -0.0485 -0.0802 -0.0853 0.57
H -3.15342 3.57204 3.99963 0.0609 0.0099 0.0064 0.42
C 1.11526 -0.13513 3.40412 0.0143 0.0210 0.0325 -1.05
O 6.63552 -3.78641 -2.96177 0.0277 0.0443 0.0643 -0.64
C -8.31520 0.52828 4.21784 0.0310 -0.0183 -0.0029 -0.42
H 5.91160 -6.04026 -0.79366 0.0172 0.0403 -0.0024 0.40
H 7.79697 1.73283 -5.83852 -0.0278 -0.0092 -0.0421 0.38
C -5.84986 -0.96425 -2.57167 0.0316 0.0104 0.0144 -0.62
H -7.69850 2.48999 3.42378 0.0048 0.0192 0.0056 0.35
C 1.93683 1.46621 -4.34601 -0.0173 0.0335 0.0312 -0.83
C -6.85924 0.04995 -2.04586 -0.0152 -0.0586 -0.0519 -0.76
H -3.08475 2.82002 5.55765 0.0648 0.0747 0.0415 0.24
C 0.88259 1.08672 2.51223 0.1155 -0.0254 -0.1823 0.26
H 8.41511 -1.05787 -2.69434 0.0030 0.0007 -0.0031 0.38
H -1.00710 1.67701 1.81012 -0.0407 0.0204 0.0377 0.37
H -5.11747 -0.46193 -3.20700 -0.0098 0.0055 -0.0072 0.28
C -1.34549 0.90021 3.76520 -0.2222 -0.3881 0.4115 -0.84
H -3.79126 0.02059 -0.67939 -0.0254 0.0443 -0.0269 0.29
H 1.08624 2.41017 -1.85986 0.0060 -0.0204 0.0117 0.34
H 4.61426 -6.50297 -4.36274 0.0123 0.0037 0.0088 0.32
H -7.73769 0.10708 3.39251 0.0129 0.0234 -0.0025 0.12
C 8.67300 0.36526 -4.34286 -0.0153 -0.0110 -0.0062 -0.70
H 5.97024 -1.56575 -3.59897 -0.0272 0.0218 -0.0198 -0.20
O 1.35390 3.47298 3.65613 -0.1913 -0.0601 -0.0937 -0.72
C 4.33884 -6.65246 -2.22482 -0.0141 0.0236 -0.0043 -0.58
H 4.42666 -7.73738 -2.24753 -0.0065 0.0008 -0.0010 0.36
S 5.44818 -4.28355 -2.31093 -0.0120 -0.0766 -0.0792 1.14
H -7.90452 -1.23494 5.44563 -0.0044 -0.0001 0.0004 0.36
C 3.95941 -6.08165 -3.59827 0.0068 0.0095 0.0096 -0.71
H 3.26586 -4.04746 -3.16691 0.0197 0.0047 0.0425 0.35
O -4.04878 0.15917 2.92892 0.2500 -0.1808 -0.2198 -0.58
C -5.15976 -1.55537 -1.33411 -0.0086 0.0219 0.0029 -0.80
O 4.30154 1.10027 -1.63161 0.0243 -0.0747 0.1079 -0.63
H -6.21318 0.25988 6.89822 0.0074 0.0426 0.0037 0.47
O -5.43557 2.57298 4.82138 0.1192 0.0258 -0.1056 -0.52
H -0.12558 1.82335 5.28193 -0.0219 -0.0290 -0.0078 0.30
H -5.75747 -0.03310 5.19222 0.0013 0.0216 -0.0099 0.19
C 8.05159 -0.88511 -3.70529 0.0111 0.0063 -0.0784 -0.63
S -5.97146 0.91680 -0.75794 0.0264 -0.0345 -0.0472 1.11
H -7.71534 -0.43291 -1.57517 0.0000 0.0081 0.0093 0.34
H -4.89061 2.17481 1.60066 0.0659 -0.0179 0.0166 -0.21
C 6.54594 -0.65163 -3.70988 0.0725 0.0344 0.1157 0.09
O 0.71231 0.02281 4.74479 0.1345 0.0891 0.0318 -0.41
C 2.28300 2.78162 -3.64077 0.0478 0.0077 -0.0048 -0.82
S -6.62992 2.13208 5.51282 -0.1057 -0.1037 -0.0643 1.00
H 1.63632 3.59770 -3.95839 0.0032 0.0041 0.0013 0.41
H 6.24195 0.08872 -2.96862 -0.0238 -0.0048 -0.0152 0.22
H -3.69879 3.31609 2.21202 0.0957 -0.0398 -0.0396 0.60
C -6.51490 0.38009 5.86013 -0.0094 -0.0929 -0.0119 -0.50
C -2.58072 2.87032 4.59600 -0.1026 0.0876 0.4686 -1.10
H 8.59653 1.20645 -3.65134 -0.0162 -0.0013 -0.0007 0.31
O 5.27959 1.13321 -5.22220 -0.0219 -0.0011 -0.0356 -0.67
H -4.81472 -0.61981 0.63858 0.0288 0.0647 -0.0011 0.17
C -8.00325 2.02194 4.35681 -0.0463 -0.0282 -0.0788 -0.70
H -3.24021 2.08112 1.02184 0.0332 -0.0405 0.0560 0.39
H -8.82459 2.58108 4.80130 0.0219 0.0002 0.0420 0.38
H -5.85238 -2.21463 -0.80811 -0.0126 0.0098 -0.0034 0.32
H -1.57882 3.27551 4.75794 0.0223 -0.1033 -0.1723 0.51
H 2.18339 -0.60060 -3.61556 0.0620 -0.0401 0.0252 0.46
S 6.22218 0.03580 -5.32410 0.0610 0.0250 0.0167 1.21
O -6.81615 1.11757 0.39372 -0.0163 0.0519 0.1024 -0.60
H -7.19569 0.78087 -2.77730 0.0074 0.0343 0.0301 0.42
H 0.86138 1.28396 -4.29314 -0.0034 0.0128 0.0195 0.34
H -1.00327 0.37770 5.80370 0.0283 -0.0753 -0.0581 0.43
C 2.70083 0.35570 -3.62248 -0.0721 -0.2315 -0.0168 0.48
C 5.66532 -5.99962 -1.85202 -0.0376 -0.0852 0.0175 -0.71
H 8.26391 0.14078 -6.48791 -0.0342 -0.0304 0.0030 0.38
H 2.22367 1.49157 -5.39546 0.0150 -0.0275 0.0033 0.37
C 2.13359 2.50454 -2.14873 0.0325 0.0729 -0.1006 -0.61
C 4.15280 -4.56277 -3.53162 -0.0340 -0.0762 -0.0867 -0.55
O 3.43326 1.96606 3.13116 -0.2189 -0.2084 0.0174 -0.53
O -5.28038 2.04590 -1.33346 0.0552 -0.0074 0.0536 -0.67
H -1.52864 -0.09071 3.34711 0.0504 0.0188 -0.0030 0.49
O 2.23646 3.07557 1.28275 0.1068 -0.2945 0.1963 -0.38
C -7.90703 -0.14975 5.53310 -0.0219 0.0358 0.0009 -0.71
O 4.88811 -3.56035 -1.19539 0.0058 0.0332 -0.0033 -0.67
N -2.58406 1.52550 4.00199 0.2191 0.7063 -0.7552 0.58
C -3.85045 2.28489 1.90916 -0.3984 0.2185 0.0861 -1.17
C 7.87859 0.67134 -5.61923 0.1006 0.0343 0.0543 -0.71
```
Positions in Å, forces in eV/Å.


Record 2
Entry from the OMol25 dataset: 5 unconnected molecules or ions with the total composition C27H56NO8 at a distorted geometry (ωB97M-V/def2-TZVPD).

The HOMO-LUMO gap comes out at 4.24 eV. The calculation puts the total energy at -1718.77854 hartree. The lowest unoccupied orbital energy is 2.1 eV. The net charge is -1. As for the HOMO energy: -2.14 eV.

XYZ file:
```
92
Properties=species:S:1:pos:R:3:forces:R:3:mulliken_charge:R:1
H -1.96283 -0.40209 1.72226 -0.1216 -0.0321 0.0413 0.13
H 0.63686 -1.11803 4.70394 0.0604 0.0526 -0.0323 0.53
C -2.26795 0.63683 1.60088 0.1507 -0.0316 0.1912 -0.86
C 0.49762 1.10521 5.77795 0.0039 0.3571 -0.0898 -0.50
C -3.17035 -3.32418 5.65383 0.0932 -0.0100 -0.0056 -0.81
H -1.95051 1.20025 2.48516 0.0478 -0.0123 -0.0126 0.37
O -3.68219 0.68145 1.47050 0.1074 0.0910 0.1516 -0.29
C -1.62659 0.13352 -5.29958 -0.1808 -0.3956 0.5756 -1.79
H -1.14556 1.15813 -3.53501 0.2315 0.0835 0.6004 0.23
H -2.86573 -3.92560 2.53312 -0.0322 -0.0448 -0.0171 0.37
H 3.87540 1.56736 -3.10768 1.9263 0.9214 0.3202 0.09
C 5.67112 0.85685 0.99569 0.0154 -0.0686 0.0102 -0.83
H -4.25581 -3.34679 5.77167 -0.0158 0.0106 -0.0176 0.40
H 2.76626 2.07592 1.50347 -0.0122 0.0663 -0.0211 0.28
H 4.33940 2.85795 1.27426 0.0368 0.0347 0.0018 0.32
H 6.06526 1.53655 0.23759 -0.0118 0.0006 -0.0192 0.35
H 2.39380 2.09150 5.50010 -0.0883 0.0803 0.0427 0.31
H -2.75554 -4.29801 5.93820 -0.0541 -0.0114 0.0327 0.27
H 2.75958 3.46285 -0.48369 -0.0977 -0.0029 0.0625 0.35
H 1.59428 2.44065 -3.42281 -0.1046 0.2915 0.1816 0.34
H -4.68577 2.69095 -1.00378 0.0471 -0.0113 -0.0397 0.41
O -2.78949 -2.99425 4.33173 -0.1822 0.0642 0.0657 -0.25
O 4.35926 2.62406 -1.39563 0.1882 0.1372 0.3480 -0.45
C 1.98670 1.22721 6.03338 -0.0124 -0.1875 0.3325 -0.60
H 0.07497 -0.65934 3.08741 0.0189 0.0987 -0.0206 0.25
C -0.58605 0.59136 -4.27174 -0.9301 -0.0591 -1.0995 0.61
H -1.77273 1.04308 0.71776 -0.0080 -0.0228 0.0245 0.47
H -2.76060 -2.56313 6.31715 0.0445 -0.0014 -0.0188 0.22
H -3.96593 -4.59760 3.74575 -0.0474 0.0063 0.0207 0.40
O 2.68816 0.05845 5.64330 -0.1221 0.2625 -0.3146 -0.44
C 1.47936 -2.14646 -4.93424 -0.4930 -0.0638 1.8381 -0.41
H -6.03057 -1.11598 5.20644 -0.0542 -0.0471 -0.0292 0.27
H -2.37642 0.89198 -5.49435 -0.0294 0.2974 -0.3178 0.38
H -1.15564 -0.21113 -6.20822 0.1303 0.0497 -0.3994 0.46
C 3.66109 2.09859 0.87133 -0.1690 -0.2171 0.2328 -0.46
H 3.22212 -0.44763 -7.16834 0.3017 0.3041 -0.3029 0.33
H -3.37193 2.69068 1.09858 0.0041 0.0338 -0.0782 0.34
H 2.52312 1.77375 -0.94514 0.0170 -0.0509 0.0970 0.19
O -5.64065 -2.47111 3.73726 0.1659 -0.0182 0.1220 -0.43
H 0.01280 -3.55278 -5.37099 -0.3014 -0.3292 -0.0885 0.36
H 0.07037 0.28107 6.35763 0.0693 0.0362 0.1004 0.35
H -4.24121 -1.89604 2.31873 0.0239 0.0206 0.0179 -0.05
C 2.52672 -1.13941 -6.73753 0.9067 0.2983 0.1950 -0.48
H 1.61611 -0.16497 -2.98948 -0.4185 -0.1008 0.0290 0.66
H -5.04818 2.20847 1.39411 0.0185 -0.0627 0.0345 0.36
H -4.40399 -0.98120 4.51392 0.0160 0.0049 -0.0287 0.11
H 5.58607 1.58701 -2.64326 0.2205 0.0672 0.1864 0.34
C 0.44802 1.45504 -4.96332 0.0208 0.4549 0.7601 -1.31
C 2.42800 -1.22129 -5.34588 0.6678 0.2513 0.1012 0.94
H -2.06013 -0.34386 -1.58215 0.0390 0.1308 -0.0570 0.20
H 1.85721 -1.79793 -8.59095 -0.1187 -0.0579 -0.2287 0.33
C 2.35030 0.42690 -3.52418 0.2200 -0.8822 0.4768 1.29
H -5.12051 0.99102 -0.76765 -0.0389 0.0186 0.0748 0.34
H -0.00612 2.43538 -5.09990 -0.1338 0.2649 -0.2222 0.55
C -3.09344 -0.04113 -1.42283 0.1065 -0.0940 -0.2344 -0.76
N 0.82275 -2.76777 -7.11387 -0.6594 -0.7935 -0.2620 -0.82
C 0.73486 -2.86647 -5.78351 -0.6399 -0.3564 -0.7218 -0.37
H 0.01269 2.03244 6.10187 -0.0227 -0.0025 -0.0198 0.39
C 3.24693 2.48420 -0.53468 0.1080 0.0327 -0.1471 -0.25
C -3.55489 -3.66678 3.34272 0.2615 0.0563 -0.1540 -0.62
H 2.60608 0.79283 3.68916 -0.0184 -0.0728 -0.0187 0.14
C -0.04279 -0.46676 4.15237 -0.2563 0.0009 -0.2265 -0.85
O 4.25861 0.81003 0.97644 -0.0516 0.2338 -0.1841 -0.35
H 2.48253 2.02761 -4.89111 0.3488 0.4298 -0.1285 0.39
H -2.15950 -0.72740 -4.90833 -0.2691 -0.2191 0.0969 0.34
H 4.19863 0.84745 4.48301 0.0182 0.0180 -0.1246 0.38
H -3.67335 -0.30329 -2.31393 0.0085 -0.0266 -0.0053 0.31
O 0.22182 0.91035 4.40187 0.0755 -0.3550 0.2075 -0.30
H 6.02990 1.17001 1.98480 0.0418 0.0423 -0.0230 0.30
H -3.49246 -0.58343 -0.56320 0.0354 0.0088 -0.0240 0.39
O -3.13496 1.36484 -1.20924 -0.2489 -0.2861 -0.0631 -0.31
H 3.87637 0.17086 -5.01169 0.2824 0.2541 -0.0976 0.15
C 3.18011 -0.45903 -4.45753 -0.2147 1.2271 0.2845 -1.45
H 3.03677 0.79575 -2.76300 -2.7166 -1.5566 -0.3024 -1.64
H 2.14689 1.38640 7.10542 0.0172 -0.0205 -0.0079 0.43
C -5.45321 -1.17775 4.28422 -0.1151 0.0616 -0.0321 -0.44
H 3.53287 -0.69792 3.91982 -0.0330 -0.0606 0.1139 0.29
C -4.65745 -2.80331 2.76784 -0.1701 -0.0719 -0.0105 -0.04
H -5.16144 -3.36789 1.97761 0.0328 -0.0029 -0.0210 0.39
C -4.11291 1.90888 0.90817 -0.3663 -0.1511 0.0003 -0.55
H -1.07448 -0.69902 4.43718 0.0116 -0.1183 -0.0215 0.25
H 0.61905 1.07784 -5.95940 0.3723 -0.3724 -0.2642 0.45
C 1.74567 1.67367 -4.18153 -0.2381 -0.7544 -0.1565 -0.62
H 1.33090 -2.28433 -3.87441 0.0154 -0.1253 0.2926 0.40
C 3.27964 0.26307 4.36253 0.2862 -0.1132 0.0200 -0.59
C 1.74271 -1.90415 -7.51639 -0.2355 -0.2741 -1.6084 -0.28
H -5.81547 -0.41880 3.58386 0.0866 0.0737 0.0287 0.25
C 4.56869 1.51655 -2.26119 1.5464 0.9444 -0.2017 -0.55
C -4.34574 1.74057 -0.57891 0.2197 0.3958 -0.0009 -0.62
H -0.18549 -0.31411 -3.84632 0.3920 -0.0518 0.2965 0.05
H 4.45212 0.56250 -1.73739 0.0149 0.0379 -0.1053 0.32
H 6.03997 -0.14775 0.79193 -0.0410 -0.0084 0.0184 0.26
```
Positions in Å, forces in eV/Å.